This record from the Open Molecules 2025 dataset describes 3 unconnected molecules or ions with the total composition C2H8O2 at a distorted geometry. The level of theory is the ωB97M-V functional and the def2-TZVPD basis.

XYZ file:
```
12
Properties=species:S:1:pos:R:3:forces:R:3
O 1.322 -2.053 -1.116 0.1 -0.2 -0.1
H 1.314 -2.950 -1.464 0.1 0.1 0.0
H 0.621 -2.065 -0.424 0.0 0.0 0.0
H 2.630 3.944 -2.017 0.0 0.0 0.0
C -0.780 -0.453 0.632 0.3 -1.5 0.3
O -0.636 -1.746 0.623 -0.3 -0.1 0.1
C -1.754 0.199 1.407 -0.4 -0.6 -0.1
H -0.962 -0.089 -0.424 0.3 0.7 0.1
H 0.210 -0.011 0.978 -0.2 0.7 -0.4
H -1.862 1.267 1.424 0.0 0.3 0.1
H -2.437 -0.478 1.929 0.0 0.5 0.2
H 2.334 4.436 -1.549 0.0 0.0 0.0
```
Positions in Å, forces in eV/Å.

F_max	1.58	eV Å⁻¹
energy relative to the best compared isomer or geometry (same formula, charge and spin)	113.0	kcal per mole

This record from the Open Molecules 2025 dataset describes C2H8O2P2S in the gas phase at a distorted geometry. The level of theory is the ωB97M-V functional and the def2-TZVPD basis.

XYZ file:
```
15
Properties=species:S:1:pos:R:3:forces:R:3
C 0.725 0.328 2.265 1.7 0.1 -1.4
C 1.261 0.379 0.775 -4.2 1.3 -1.1
O -1.290 -0.461 0.416 0.1 0.5 0.1
O 0.398 -1.770 -0.710 1.1 -1.0 -0.5
P -2.025 -0.322 -2.652 -1.6 -0.8 1.1
P -0.445 0.907 -1.986 0.7 1.0 0.9
S -0.029 -0.472 -0.299 -0.5 1.4 1.1
H -0.356 0.233 2.450 0.5 0.0 -0.7
H 1.257 -0.579 2.564 -0.3 0.4 1.2
H 1.079 1.286 2.677 0.1 -0.8 0.5
H 2.089 -0.201 0.482 1.5 -0.3 0.3
H 1.211 1.410 0.303 0.6 -1.1 0.8
H -2.858 0.186 -1.523 0.6 -0.6 -1.2
H -1.540 -1.437 -1.852 -0.6 0.3 -0.9
H 0.524 0.514 -2.910 0.4 -0.4 -0.1
```
Positions in Å, forces in eV/Å.

F_max	4.54	eV Å⁻¹
SMILES	CCS(=O)(=O)[PH]#[PH2]
energy relative to the best compared isomer or geometry (same formula, charge and spin)	44.4	kcal per mole

This record from the Open Molecules 2025 dataset describes 2 unconnected molecules or ions with the total composition C2H8O2P2S. The level of theory is the ωB97M-V functional and the def2-TZVPD basis.

XYZ file:
```
15
Properties=species:S:1:pos:R:3:forces:R:3
C -3.133 -0.597 -0.626 -0.1 -0.3 -0.2
C -2.669 0.357 0.152 0.2 0.3 0.3
O 1.309 -2.400 -0.497 0.2 -0.9 -0.1
O 0.501 -0.756 1.255 0.7 0.2 -0.1
P 2.369 1.881 -0.291 -0.5 0.4 -0.5
P 3.043 -0.109 0.258 -0.1 -0.5 0.6
S 1.090 -0.986 -0.286 -0.5 0.6 0.3
H -4.068 -1.091 -0.425 -0.2 -0.1 0.1
H -2.597 -0.929 -1.500 0.1 0.0 -0.2
H -0.336 -1.215 1.386 -0.3 -0.1 -0.3
H -3.200 0.691 1.029 -0.1 0.0 0.1
H -1.732 0.854 -0.046 0.2 0.1 -0.1
H 3.667 2.370 -0.403 0.5 0.2 -0.1
H 2.255 2.321 1.026 -0.1 0.2 0.5
H 3.502 -0.391 -1.034 0.1 -0.1 -0.4
```
Positions in Å, forces in eV/Å.

F_max	0.97	eV Å⁻¹
SMILES	O=S(O)#[PH]P.C=C
energy relative to the best compared isomer or geometry (same formula, charge and spin)	48.0	kcal per mole

This record from the Open Molecules 2025 dataset describes 2 unconnected molecules or ions with the total composition C2H8O2Si at a distorted geometry. The level of theory is the ωB97M-V functional and the def2-TZVPD basis.

XYZ file:
```
13
Properties=species:S:1:pos:R:3:forces:R:3
C -0.458 0.211 1.313 0.4 1.2 -5.5
C -0.564 -0.880 0.225 -0.4 1.4 -0.1
O 2.328 1.016 -0.054 0.1 0.8 0.6
O -0.471 -0.225 -1.052 -0.5 -1.1 -0.1
Si 2.523 0.133 -1.261 -0.4 -1.5 0.3
H 0.612 0.437 1.218 -0.5 0.8 0.9
H -1.170 1.046 0.970 1.3 -1.0 0.7
H -0.765 -0.183 2.163 -1.0 -1.4 4.3
H -1.449 -1.458 0.272 -1.2 -0.4 -0.1
H 0.234 -1.563 0.251 1.3 -1.1 0.6
H 0.042 0.515 -0.784 0.6 1.6 -0.3
H 3.143 -1.246 -0.979 -0.2 0.9 -0.8
H 1.784 0.464 -2.489 0.5 -0.2 -0.4
```
Positions in Å, forces in eV/Å.

F_max	5.64	eV Å⁻¹
SMILES	O=[SiH2].CCO
energy relative to the best compared isomer or geometry (same formula, charge and spin)	113.9	kcal per mole

This record from the Open Molecules 2025 dataset describes a gas-phase ion, C2H8O3PS (charge +1) at a distorted geometry. The level of theory is the ωB97M-V functional and the def2-TZVPD basis.

XYZ file:
```
15
Properties=species:S:1:pos:R:3:forces:R:3
C 1.542 -1.880 -0.283 0.9 -1.0 -1.9
C -0.411 1.662 1.483 3.5 1.8 -1.2
O 0.557 0.699 -1.895 -1.4 -3.6 5.0
O 0.120 -1.646 -0.415 -1.3 1.1 0.0
O -0.173 0.417 0.844 0.4 -0.5 0.6
P -0.500 -0.228 -0.473 2.3 0.8 -4.0
S -2.513 -0.371 -0.918 0.9 -0.3 -0.8
H 1.847 -2.174 0.719 -0.3 0.5 0.1
H 2.099 -1.053 -0.770 -0.2 -0.4 0.7
H 1.642 -2.764 -0.940 0.4 0.4 0.5
H -0.795 2.353 0.744 0.2 0.4 0.0
H 0.617 1.989 1.915 -2.0 -0.4 -0.8
H -1.111 1.514 2.203 -1.8 -0.5 2.3
H -0.043 1.214 -2.387 -1.5 1.2 -1.1
H -2.878 0.269 0.174 -0.1 0.4 0.7
```
Positions in Å, forces in eV/Å.

charge	+1
F_max	6.31	eV Å⁻¹
energy relative to the best compared isomer or geometry (same formula, charge and spin)	38.3	kcal per mole

This record from the Open Molecules 2025 dataset describes 3 unconnected molecules or ions with the total composition C2H8O4 at a distorted geometry. The level of theory is the ωB97M-V functional and the def2-TZVPD basis.

XYZ file:
```
14
Properties=species:S:1:pos:R:3:forces:R:3
O -1.037 -0.313 -1.288 -1.3 0.7 -1.6
C -0.183 0.495 -1.213 2.1 -4.5 5.0
O 0.516 0.449 0.110 -1.4 3.0 -1.8
C 0.603 1.365 -2.011 1.1 2.1 -2.7
H 1.025 -0.034 0.736 0.5 -0.8 -0.1
H 0.340 1.319 -3.111 0.0 0.1 1.3
H 1.706 1.058 -1.935 -1.7 0.8 0.2
H 0.361 2.394 -1.602 0.9 -0.9 -0.6
H 1.341 -1.304 1.577 1.6 -0.6 0.7
H 1.949 -1.391 2.915 0.0 -0.1 1.5
O 2.240 -1.315 2.025 -1.8 0.3 -2.0
H -2.019 -0.421 0.569 0.8 -0.8 -0.3
H -2.876 0.357 1.417 1.2 -2.0 1.1
O -2.263 -0.464 1.501 -2.0 2.7 -0.7
```
Positions in Å, forces in eV/Å.

F_max	7.01	eV Å⁻¹
SMILES	CC(=O)O.O.O
energy relative to the best compared isomer or geometry (same formula, charge and spin)	61.5	kcal per mole

This record from the Open Molecules 2025 dataset describes 2 unconnected molecules or ions with the total composition C2H8O4P at a distorted geometry. The level of theory is the ωB97M-V functional and the def2-TZVPD basis.

XYZ file:
```
15
Properties=species:S:1:pos:R:3:forces:R:3
C 2.858 -2.246 0.202 -1.0 0.2 -1.1
C -1.314 2.535 1.087 -0.2 2.3 -1.8
O 3.941 1.480 -0.827 -0.8 -1.6 0.7
O 1.731 0.304 0.189 0.4 0.2 -0.7
O 3.642 -1.108 -0.261 1.7 0.7 0.0
O -0.918 1.338 0.469 1.5 -2.7 -1.8
P 3.187 0.335 -0.330 -1.9 1.0 -0.2
H 3.252 -3.147 -0.234 0.6 -0.1 0.1
H 1.913 -2.043 -0.254 -0.9 -0.5 0.1
H 2.772 -2.235 1.260 0.3 -0.1 0.8
H -0.458 3.303 1.239 -1.1 -1.9 -0.1
H -1.771 2.210 1.968 -0.8 0.5 1.7
H -2.028 3.075 0.394 0.5 -0.5 1.0
H -1.624 0.662 0.258 0.8 1.8 0.7
H 0.764 0.616 -0.009 0.9 0.7 0.6
```
Positions in Å, forces in eV/Å.

charge	+1
F_max	3.55	eV Å⁻¹
energy relative to the best compared isomer or geometry (same formula, charge and spin)	67.4	kcal per mole

This record from the Open Molecules 2025 dataset describes 2 unconnected molecules or ions with the total composition C2H8OP2S at a distorted geometry. The level of theory is the ωB97M-V functional and the def2-TZVPD basis.

XYZ file:
```
14
Properties=species:S:1:pos:R:3:forces:R:3
C -2.098 -0.765 -0.296 -1.9 1.0 2.0
C -0.843 -0.040 -0.774 0.6 -0.3 2.4
O 2.044 2.036 0.578 -0.6 2.8 3.5
P 2.307 1.066 -0.583 -0.6 -2.0 -1.7
P 0.796 -0.489 0.073 -1.6 3.2 1.1
S 1.158 -2.302 0.139 0.6 -2.2 0.1
H -2.977 -0.722 -0.969 0.9 -0.1 -0.3
H -1.988 -1.796 0.041 0.4 0.0 -0.3
H -2.574 -0.217 0.623 1.2 -0.9 -1.3
H -0.874 0.990 -0.411 -0.3 0.3 -1.0
H -0.619 -0.234 -1.798 0.1 0.4 -0.9
H 1.787 1.703 1.519 0.3 0.2 -1.9
H 3.152 0.194 0.052 1.2 -0.9 0.2
H 0.729 0.577 1.807 -0.2 -1.5 -2.0
```
Positions in Å, forces in eV/Å.

F_max	4.56	eV Å⁻¹
energy relative to the best compared isomer or geometry (same formula, charge and spin)	38.0	kcal per mole

This record from the Open Molecules 2025 dataset describes 2 unconnected molecules or ions with the total composition C2H8OS at a distorted geometry. The level of theory is the ωB97M-V functional and the def2-TZVPD basis.

XYZ file:
```
12
Properties=species:S:1:pos:R:3:forces:R:3
S 0.915 -1.455 -0.353 0.3 -2.0 -0.5
C 0.000 0.000 0.000 0.1 1.7 0.1
C 2.589 -0.816 -0.592 0.1 0.8 0.5
H 0.023 0.288 1.064 0.0 -0.1 -0.4
H -1.051 -0.036 -0.332 0.6 -0.3 0.0
H 0.528 0.772 -0.585 -0.6 0.2 0.3
H 3.354 -1.611 -0.614 -0.7 0.1 0.1
H 2.775 -0.174 0.285 0.3 -0.2 -0.4
H 2.691 -0.204 -1.504 -0.2 -0.3 0.3
O 2.376 2.814 -2.589 -0.3 -1.1 -0.4
H 1.480 2.495 -2.842 1.0 0.3 0.2
H 2.966 2.043 -2.743 -0.7 0.8 0.1
```
Positions in Å, forces in eV/Å.

F_max	2.06	eV Å⁻¹
SMILES	CSC.O
energy relative to the best compared isomer or geometry (same formula, charge and spin)	10.1	kcal per mole

no.,frontier orbital gap (eV)
1,7.187
2,10.137
3,9.444
4,9.861
5,11.176
6,11.301
7,9.006
8,8.610
9,9.206